Record 1
The following is a DFT calculation (ωB97M-V/def2-TZVPD) of 8 unconnected molecules or ions with the total composition C26H74N10O8.

Output
Energy relative to the best compared isomer or geometry (same formula, charge and spin)   8.0010 eV
Total charge   0
Structure (SMILES)   COC[C@H](C)N.COC[C@H](C)N.COC[C@H](C)N.COC[C@H](C)N.COC[C@H](C)N.COC[C@H](C)N.NC(N)=O.NC(N)=O
LUMO level   0.0119 Eh
Energy   -2184.19365 a.u.

Last columns: bonded neighbours and bond lengths (Å).
Atoms and positions in Å:
1 C -2.11601 -9.07958 -1.61660  O2 1.180, N3 1.289, N4 1.296
2 O -2.91879 -9.78517 -2.11719  C1 1.180
3 N -1.40581 -9.21907 -0.55034  C1 1.289, H5 1.010, H6 1.010
4 N -1.84308 -7.93882 -2.16872  C1 1.296, H7 1.010, H8 1.010
5 H -1.35273 -10.16751 -0.20719  N3 1.010
6 H -0.53960 -8.69983 -0.56328  N3 1.010
7 H -2.18604 -7.59096 -3.05273  N4 1.010
8 H -1.33632 -7.28848 -1.58532  N4 1.010
9 C 4.34853 -23.63857 15.45885  O10 1.212, N11 1.314, N12 1.306
10 O 4.49963 -24.62426 16.14730  C9 1.212
11 N 4.77295 -22.44915 15.82088  C9 1.314, H13 1.010, H14 1.010
12 N 3.97407 -23.47560 14.21854  C9 1.306, H15 1.010, H16 1.010
13 H 5.27088 -22.24415 16.67536  N11 1.010
14 H 4.55614 -21.63495 15.26396  N11 1.010
15 H 3.98569 -24.33846 13.69373  N12 1.010
16 H 3.91817 -22.52698 13.87634  N12 1.010
17 C 9.10504 -7.52757 0.52184  C18 1.567, H23 1.090, H24 1.090, H25 1.090
18 C 8.86725 -7.02974 1.98828  C17 1.567, C19 1.577, N22 1.427, H26 1.090
19 C 7.40428 -7.07045 2.57492  C18 1.577, O20 1.448, H27 1.090, H28 1.090
20 O 6.89072 -8.42211 2.49881  C19 1.448, C21 1.449
21 C 5.59003 -8.61428 3.10699  O20 1.449, H29 1.090, H30 1.090, H31 1.090
22 N 9.84690 -7.53927 2.89213  C18 1.427, H32 1.010, H33 1.010
23 H 8.96532 -8.59157 0.33083  C17 1.090
24 H 10.09109 -7.20770 0.18497  C17 1.090
25 H 8.61184 -6.82424 -0.14911  C17 1.090
26 H 9.11291 -5.97061 1.91090  C18 1.090
27 H 6.80111 -6.40362 1.95878  C19 1.090
28 H 7.42854 -6.68117 3.59275  C19 1.090
29 H 4.86643 -7.92645 2.66950  C21 1.090
30 H 5.71763 -8.45920 4.17833  C21 1.090
31 H 5.30307 -9.59425 2.72567  C21 1.090
32 H 10.74997 -7.77911 2.50868  N22 1.010
33 H 9.52253 -8.45690 3.16200  N22 1.010
34 C -4.28273 -21.21302 -0.96643  C35 1.553, H40 1.090, H41 1.090, H42 1.090
35 C -4.27243 -20.13686 0.15296  C34 1.553, C36 1.603, N39 1.448, H43 1.090
36 C -4.89387 -18.73461 -0.31284  C35 1.603, O37 1.394, H44 1.090, H45 1.090
37 O -5.18025 -17.81551 0.69532  C36 1.394, C38 1.455
38 C -5.98888 -16.61858 0.52422  O37 1.455, H46 1.090, H47 1.090, H48 1.090
39 N -4.88782 -20.71999 1.32739  C35 1.448, H49 1.010, H50 1.010
40 H -5.25480 -21.69856 -1.05271  C34 1.090
41 H -3.60268 -21.97722 -0.59008  C34 1.090
42 H -4.09195 -20.92097 -1.99910  C34 1.090
43 H -3.24075 -19.91831 0.42861  C35 1.090
44 H -5.87774 -18.87793 -0.75956  C36 1.090
45 H -4.27599 -18.31348 -1.10592  C36 1.090
46 H -7.01080 -16.97387 0.39171  C38 1.090
47 H -5.67167 -16.22000 -0.43943  C38 1.090
48 H -5.96979 -15.92733 1.36678  C38 1.090
49 H -4.28840 -21.19538 1.98678  N39 1.010
50 H -5.32678 -20.06647 1.96011  N39 1.010
51 C -0.61563 -14.19695 5.40236  C52 1.521, H57 1.090, H58 1.090, H59 1.090
52 C 0.04072 -15.19340 4.45937  C51 1.521, C53 1.546, N56 1.446, H60 1.090
53 C -0.26402 -16.64535 4.89428  C52 1.546, O54 1.410, H61 1.090, H62 1.090
54 O 0.21206 -17.02718 6.16569  C53 1.410, C55 1.390
55 C 1.54665 -17.01362 6.55352  O54 1.390, H63 1.090, H64 1.090, H65 1.090
56 N -0.49460 -15.02670 3.12598  C52 1.446, H66 1.010, H67 1.010
57 H -0.12863 -14.40209 6.35569  C51 1.090
58 H -1.70433 -14.24396 5.42737  C51 1.090
59 H -0.18396 -13.20333 5.28203  C51 1.090
60 H 1.11419 -15.01980 4.53441  C52 1.090
61 H 0.20352 -17.44110 4.31439  C53 1.090
62 H -1.33625 -16.80722 4.78372  C53 1.090
63 H 2.00432 -17.70887 5.84977  C55 1.090
64 H 1.55991 -17.48326 7.53707  C55 1.090
65 H 2.08697 -16.06779 6.59292  C55 1.090
66 H -1.41352 -15.44571 3.13641  N56 1.010
67 H -0.04530 -15.44957 2.32635  N56 1.010
68 C 6.33243 -20.76053 1.26791  C69 1.583, H74 1.090, H75 1.090, H76 1.090
69 C 5.97441 -21.27625 -0.18521  C68 1.583, C70 1.612, N73 1.455, H77 1.090
70 C 6.16063 -20.32257 -1.47101  C69 1.612, O71 1.396, H78 1.090, H79 1.090
71 O 5.38709 -20.67447 -2.57875  C70 1.396, C72 1.422
72 C 4.00471 -20.34239 -2.61710  O71 1.422, H80 1.090, H81 1.090, H82 1.090
73 N 6.57803 -22.59166 -0.32997  C69 1.455, H83 1.010, H84 1.010
74 H 6.33119 -19.67114 1.30464  C68 1.090
75 H 7.37576 -20.97495 1.49939  C68 1.090
76 H 5.59042 -21.25490 1.89490  C68 1.090
77 H 4.92174 -21.54461 -0.27437  C69 1.090
78 H 7.22470 -20.23930 -1.69222  C70 1.090
79 H 5.78837 -19.37325 -1.08589  C70 1.090
80 H 3.66118 -19.31493 -2.73721  C72 1.090
81 H 3.39185 -20.66679 -1.77612  C72 1.090
82 H 3.60677 -20.84538 -3.49844  C72 1.090
83 H 6.24191 -23.11221 -1.12756  N73 1.010
84 H 6.04268 -23.11502 0.34796  N73 1.010
85 C 9.51375 -18.63423 10.26785  C86 1.528, H91 1.090, H92 1.090, H93 1.090
86 C 8.73176 -18.35409 11.55009  C85 1.528, C87 1.601, N90 1.464, H94 1.090
87 C 9.38203 -18.84735 12.92787  C86 1.601, O88 1.437, H95 1.090, H96 1.090
88 O 10.70349 -18.33590 13.16692  C87 1.437, C89 1.422
89 C 11.12701 -18.51852 14.51221  O88 1.422, H97 1.090, H98 1.090, H99 1.090
90 N 8.31371 -16.95339 11.47414  C86 1.464, H100 1.010, H101 1.010
91 H 9.16462 -17.98537 9.46461  C85 1.090
92 H 9.25214 -19.63182 9.91505  C85 1.090
93 H 10.57197 -18.37693 10.31348  C85 1.090
94 H 7.75291 -18.82993 11.60949  C86 1.090
95 H 9.40596 -19.93610 12.88153  C87 1.090
96 H 8.75291 -18.27103 13.60623  C87 1.090
97 H 12.20787 -18.60839 14.62060  C89 1.090
98 H 10.86368 -19.47792 14.95753  C89 1.090
99 H 10.64579 -17.82254 15.19934  C89 1.090
100 H 8.35723 -16.68086 10.50258  N90 1.010
101 H 9.04067 -16.41929 11.92841  N90 1.010
102 C -2.99007 -19.01960 11.65159  C103 1.485, H108 1.090, H109 1.090, H110 1.090
103 C -4.38312 -19.06533 11.13827  C102 1.485, C104 1.530, N107 1.481, H111 1.090
104 C -4.59809 -18.82252 9.64307  C103 1.530, O105 1.438, H112 1.090, H113 1.090
105 O -6.00969 -18.76572 9.37692  C104 1.438, C106 1.345
106 C -6.45309 -18.17756 8.25157  O105 1.345, H114 1.090, H115 1.090, H116 1.090
107 N -4.77447 -20.46202 11.43929  C103 1.481, H117 1.010, H118 1.010
108 H -2.90569 -19.37102 12.67993  C102 1.090
109 H -2.63893 -17.99126 11.56613  C102 1.090
110 H -2.28150 -19.64824 11.11229  C102 1.090
111 H -5.10423 -18.39436 11.60506  C103 1.090
112 H -4.03398 -19.45777 8.96018  C104 1.090
113 H -4.15005 -17.84385 9.47111  C104 1.090
114 H -6.31035 -17.10064 8.34075  C106 1.090
115 H -7.43989 -18.51645 7.93615  C106 1.090
116 H -5.85521 -18.51250 7.40395  C106 1.090
117 H -5.74699 -20.57851 11.19285  N107 1.010
118 H -4.20270 -21.07768 10.87881  N107 1.010

Record 2
The following is a DFT calculation (ωB97M-V/def2-TZVPD) of 12 unconnected molecules or ions with the total composition C5H35NO11.

Output
Energy relative to the best compared isomer or geometry (same formula, charge and spin)   2.9693 eV
Total charge   0
Structure (SMILES)   CCCCNC.O.O.O.O.O.O.O.O.O.O.O
LUMO level   0.0050 Eh
Energy   -1093.79137 a.u.

Last columns: bonded neighbours and bond lengths (Å).
Atoms and positions in Å:
1 C -1.55320 -0.68877 -3.45901  C2 1.524, H7 1.111, H8 1.123, H9 1.172
2 C -1.79029 -0.23830 -2.02231  C1 1.524, C3 1.568, H10 1.105, H11 1.115
3 C -0.56250 -0.38526 -1.05777  C2 1.568, C4 1.666, H12 1.097, H13 1.095
4 C -0.85778 0.74428 0.13106  C3 1.666, N5 1.478, H14 1.098, H15 1.071
5 N -1.59268 -0.01614 1.16318  C4 1.478, C6 1.477, H16 1.033
6 C -2.82982 0.63609 1.63968  N5 1.477, H17 1.103, H18 1.097, H19 1.091
7 H -2.45085 -0.43441 -4.06179  C1 1.111
8 H -1.28367 -1.77838 -3.47074  C1 1.123
9 H -0.57342 -0.26855 -3.94643  C1 1.172
10 H -1.85144 0.86406 -2.06599  C2 1.105
11 H -2.83267 -0.47874 -1.70699  C2 1.115
12 H -0.59602 -1.26321 -0.40080  C3 1.097
13 H 0.39478 -0.07898 -1.49257  C3 1.095
14 H 0.15885 0.86100 0.53017  C4 1.098
15 H -1.49188 1.55206 -0.17356  C4 1.071
16 H -0.96083 -0.21717 1.95552  N5 1.033
17 H -3.63575 -0.11622 1.65751  C6 1.103
18 H -2.83743 1.19925 2.58058  C6 1.097
19 H -3.00606 1.40549 0.88612  C6 1.091
20 H 0.33349 2.69848 3.64171  O22 1.008
21 H -0.75889 1.97383 3.72477  O22 0.994
22 O 0.13809 1.83942 4.13239  H20 1.008, H21 0.994
23 H 2.43731 -1.31391 0.16245  O25 0.963
24 H 1.75803 -0.99511 1.48953  O25 0.968
25 O 2.33554 -0.61188 0.81379  H23 0.963, H24 0.968
26 H 3.15939 -1.97240 -2.84696  O28 0.958
27 H 1.88925 -1.63320 -1.98115  O28 0.958
28 O 2.23858 -1.70868 -2.86961  H26 0.958, H27 0.958
29 H -1.29003 -3.93136 -1.22766  O31 0.981
30 H -0.48498 -4.43530 -2.16644  O31 0.991
31 O -0.71870 -4.72869 -1.24971  H29 0.981, H30 0.991
32 H 1.03040 2.66574 0.79171  O34 0.957
33 H 1.52034 3.91191 1.58088  O34 0.960
34 O 0.74648 3.39947 1.33580  H32 0.957, H33 0.960
35 H 2.45348 1.20857 0.90403  O37 0.976
36 H 3.71163 1.52569 1.70884  O37 0.970
37 O 3.04717 1.94596 1.14134  H35 0.976, H36 0.970
38 H -3.66544 -2.59153 -1.05667  O40 0.963
39 H -3.00789 -1.70333 -0.03867  O40 0.971
40 O -2.84181 -2.50110 -0.56624  H38 0.963, H39 0.971
41 H -1.25148 3.20495 -0.45077  O43 0.961
42 H -0.94537 4.04234 0.72518  O43 0.976
43 O -1.70061 3.79708 0.15842  H41 0.961, H42 0.976
44 H 1.92224 4.00237 -1.72129  O46 0.965
45 H 2.52868 2.88607 -0.93695  O46 0.965
46 O 2.64748 3.82778 -1.10869  H44 0.965, H45 0.965
47 H 2.04659 -3.96289 -0.81437  O49 0.959
48 H 0.83444 -3.18135 -0.22701  O49 0.962
49 O 1.68093 -3.08750 -0.67409  H47 0.959, H48 0.962
50 H 0.01427 -2.73196 2.56796  O52 0.966
51 H -0.61307 -1.88180 1.47959  O52 0.985
52 O 0.25654 -2.07980 1.89796  H50 0.966, H51 0.985

Record 3
The following is a DFT calculation (ωB97M-V/def2-TZVPD) of 2 unconnected molecules or ions with the total composition C4H10N2.

Output
Energy relative to the best compared isomer or geometry (same formula, charge and spin)   1.7219 eV
Total charge   0
Structure (SMILES)   [H]/N=C/N.C=CC
LUMO level   0.0392 Eh
Energy   -267.86205 a.u.

Last columns: bonded neighbours and bond lengths (Å).
Atoms and positions in Å:
1 C -3.47590 -2.59469 -0.94829  C2 1.500, H4 1.091, H5 1.095, H6 1.090
2 C -4.66977 -1.69380 -0.83492  C1 1.500, C3 1.334, H7 1.081
3 C -4.91937 -0.70439 -1.69371  C2 1.334, H8 1.083, H9 1.083
4 H -3.80571 -3.58943 -1.25030  C1 1.091
5 H -2.93895 -2.78833 -0.01387  C1 1.095
6 H -2.75246 -2.12617 -1.61522  C1 1.090
7 H -5.34458 -1.86100 -0.00756  C2 1.081
8 H -5.94598 -0.37768 -1.80126  C3 1.083
9 H -4.13067 -0.33517 -2.33690  C3 1.083
10 N 5.18737 2.55018 2.50776  C11 1.363, H13 1.006, H14 0.978
11 C 5.39209 2.32591 1.17879  N10 1.363, N12 1.272, H15 1.096
12 N 6.26480 1.53984 0.69068  C11 1.272, H16 1.008
13 H 6.00629 2.49400 3.08925  N10 1.006
14 H 4.37989 2.99758 2.83210  N10 0.978
15 H 4.69619 2.80641 0.48220  C11 1.096
16 H 6.05675 1.35673 -0.27876  N12 1.008

Record 4
The following is a DFT calculation (ωB97M-V/def2-TZVPD) of 2 unconnected molecules or ions with the total composition C5H13NO.

Output
Energy relative to the best compared isomer or geometry (same formula, charge and spin)   0.1400 eV
Total charge   0
Structure (SMILES)   CCC(N)=O.CC
LUMO level   0.0331 Eh
Energy   -328.31370 a.u.

Last columns: bonded neighbours and bond lengths (Å).
Atoms and positions in Å:
1 C 0.95485 -1.36758 -0.28769  C2 1.524, C3 1.500, H6 1.093, H7 1.092
2 C 1.22629 -1.10039 -1.76290  C1 1.524, H8 1.087, H11 1.091, H12 1.093
3 C -0.38317 -2.02053 -0.10748  C1 1.500, O4 1.206, N5 1.384
4 O -1.30109 -1.94383 -0.88560  C3 1.206
5 N -0.49118 -2.79818 1.03277  C3 1.384, H9 1.004, H10 1.007
6 H 1.74198 -1.99607 0.13728  C1 1.093
7 H 1.04645 -0.45834 0.30970  C1 1.092
8 H 0.52716 -0.46158 -2.29666  C2 1.087
9 H -1.34273 -3.20928 1.36968  N5 1.004
10 H 0.28304 -2.91407 1.66594  N5 1.007
11 H 1.20048 -2.02716 -2.33735  C2 1.091
12 H 2.22734 -0.66661 -1.82469  C2 1.093
13 C -0.37323 1.98566 0.34486  C14 1.541, H15 1.086, H16 1.090, H17 1.086
14 C -1.00927 3.27071 0.90884  C13 1.541, H18 1.086, H19 1.090, H20 1.091
15 H 0.63530 2.13162 -0.02997  C13 1.086
16 H -0.33357 1.22291 1.12296  C13 1.090
17 H -1.00618 1.61655 -0.45666  C13 1.086
18 H -0.32631 3.82412 1.54670  C14 1.086
19 H -1.36262 3.89277 0.08586  C14 1.090
20 H -1.91353 3.01927 1.46442  C14 1.091

| no. | HOMO (eV) |
| --- | --- |
| 1 | -9.10 |
| 2 | -9.33 |
| 3 | -9.32 |
| 4 | -9.89 |